Version P
2 unconnected molecules or ions with the total composition C18H15Cl2N2. Source: OMol25; level of theory: the ωB97M-V functional and the def2-TZVPD basis.

Each line ends with the natural charge from an NBO analysis.
Cartesian coordinates (Å):
1 Cl 2.73 -4.49 -4.32  0.073
2 C 2.91 -2.95 -3.57  0.009
3 C 2.98 -1.78 -4.32  -0.237
4 C 2.92 -0.54 -3.68  -0.112
5 C 2.74 -0.43 -2.29  -0.173
6 C 2.38 0.82 -1.67  0.154
7 C 2.30 0.95 -0.26  -0.359
8 C 2.15 2.19 0.36  0.021
9 C 1.82 2.35 1.77  -0.145
10 C 1.41 3.61 2.27  -0.132
11 C 1.09 3.79 3.62  -0.234
12 C 1.20 2.72 4.52  -0.002
13 Cl 0.85 2.94 6.15  0.090
14 C 1.61 1.47 4.05  -0.232
15 C 1.91 1.27 2.70  -0.136
16 C 2.95 -1.63 -1.54  -0.130
17 C 2.94 -2.88 -2.17  -0.239
18 H 2.99 -1.87 -5.40  0.245
19 H 3.04 0.36 -4.30  0.226
20 H 1.78 1.53 -2.28  0.238
21 H 2.29 0.02 0.34  0.234
22 H 2.26 3.09 -0.27  0.223
23 H 1.31 4.44 1.56  0.226
24 H 0.72 4.74 3.97  0.244
25 H 1.68 0.63 4.75  0.243
26 H 2.27 0.30 2.36  0.216
27 H 3.12 -1.57 -0.46  0.220
28 H 2.93 -3.79 -1.58  0.246
29 N 3.86 2.03 -2.72  -0.445
30 C 5.00 2.25 -2.10  0.192
31 N 5.82 3.02 -2.89  -0.498
32 C 5.15 3.29 -4.07  -0.064
33 C 3.93 2.66 -3.95  -0.104
34 H 5.34 1.93 -1.12  0.223
35 H 6.74 3.33 -2.63  0.438
36 H 5.59 3.87 -4.87  0.247
37 H 3.13 2.64 -4.68  0.233

Output
LUMO: -4.88 eV
charge: +1
orbital gap: 6.7 eV
HOMO energy: -11.540 eV
multiplicity: 1



Version Q
A gas-phase ion, C18H15Cl2N2 (charge +1). Source: OMol25; level of theory: the ωB97M-V functional and the def2-TZVPD basis.

Each line ends with the natural charge from an NBO analysis.
Cartesian coordinates (Å):
1 Cl 6.87 2.41 -1.35  0.058
2 C 5.36 1.66 -1.11  -0.032
3 C 5.29 0.26 -1.00  -0.224
4 C 4.06 -0.35 -0.78  -0.161
5 C 2.86 0.38 -0.64  -0.113
6 C 1.65 -0.40 -0.39  -0.110
7 C 0.41 0.07 -0.22  -0.257
8 C -0.88 -0.74 -0.17  -0.103
9 C -2.17 0.07 -0.38  0.019
10 C -3.39 -0.61 -0.50  -0.229
11 C -4.59 0.09 -0.70  -0.199
12 C -4.56 1.49 -0.83  -0.042
13 Cl -6.00 2.35 -1.18  0.063
14 C -3.34 2.16 -0.79  -0.206
15 C -2.17 1.46 -0.51  -0.218
16 N -0.98 -1.51 1.06  -0.285
17 C -1.69 -2.71 1.20  -0.045
18 C -1.62 -3.09 2.49  -0.046
19 N -0.94 -2.08 3.16  -0.468
20 C -0.61 -1.13 2.27  0.277
21 C 2.95 1.80 -0.77  -0.172
22 C 4.18 2.42 -1.00  -0.211
23 H 6.20 -0.33 -1.07  0.239
24 H 4.01 -1.44 -0.74  0.214
25 H 1.81 -1.49 -0.38  0.204
26 H 0.25 1.14 -0.32  0.205
27 H -0.86 -1.47 -1.01  0.242
28 H -3.42 -1.70 -0.41  0.206
29 H -5.54 -0.44 -0.76  0.241
30 H -3.29 3.23 -0.96  0.242
31 H -1.24 2.02 -0.37  0.216
32 H -2.17 -3.18 0.35  0.257
33 H -1.98 -3.99 2.96  0.263
34 H -0.70 -2.09 4.15  0.459
35 H -0.08 -0.21 2.51  0.264
36 H 2.05 2.41 -0.72  0.214
37 H 4.26 3.50 -1.09  0.238

Output
LUMO: -2.91 eV
charge: +1
orbital gap: 8.3 eV
structure (SMILES): Clc1ccc(/C=C/[C@H](c2ccc(Cl)cc2)n2cc[nH+]c2)cc1
HOMO energy: -11.167 eV
multiplicity: 1



Best to worst by energy: version Q, version P.



Version P
A molecular structure, C6H6NO3S2. Source: OMol25; level of theory: the ωB97M-V functional and the def2-TZVPD basis.

Each line ends with the natural charge from an NBO analysis.
Cartesian coordinates (Å):
1 C 2.55 2.43 0.93  0.481
2 C 2.49 -0.12 0.91  0.228
3 C 3.45 -0.95 -0.01  0.715
4 C 0.02 -2.60 0.92  -0.687
5 C -0.77 -0.56 -0.02  -0.416
6 C -0.11 0.33 -1.01  -0.658
7 N 2.44 1.11 1.00  -0.529
8 O 4.59 -0.64 0.22  -0.696
9 O 1.92 3.16 0.18  -0.647
10 O 2.83 -1.63 -0.81  -0.704
11 S 0.39 -0.97 1.36  0.502
12 S -1.30 -2.28 -0.35  0.184
13 H 3.33 2.81 1.75  0.100
14 H -0.05 -3.44 1.72  0.212
15 H -1.59 -0.02 0.41  0.213
16 H -0.93 0.43 -1.78  0.197
17 H 0.76 -0.11 -1.35  0.246
18 H 0.12 1.44 -0.80  0.259

Output
LUMO (alpha / beta): 2.86 / 2.83 eV
charge: -1
orbital gap (alpha / beta): 6.4 / 5.5 eV
HOMO energy (alpha / beta): -3.519 / -2.697 eV
multiplicity: 1



Version Q
A molecular structure, C6H6NO3S2. Source: OMol25; level of theory: the ωB97M-V functional and the def2-TZVPD basis.

Each line ends with the natural charge from an NBO analysis.
Cartesian coordinates (Å):
1 C -3.03 0.91 0.06  0.482
2 C -1.03 -0.52 -0.40  0.212
3 C -0.63 -2.18 -0.68  0.806
4 C -0.10 0.60 -0.99  -0.505
5 C 2.03 0.87 0.13  -0.428
6 C 2.08 -0.12 1.34  -0.624
7 N -2.19 -0.14 -0.11  -0.477
8 O -1.41 -2.50 -1.53  -0.702
9 O -3.16 1.42 1.16  -0.626
10 O 0.30 -2.65 -0.09  -0.718
11 S 0.44 1.86 0.25  0.176
12 S 1.61 0.10 -1.45  0.224
13 H -3.57 1.06 -0.84  0.109
14 H -0.60 1.11 -1.81  0.229
15 H 2.97 1.38 0.17  0.206
16 H 1.25 -0.75 1.26  0.245
17 H 2.03 0.38 2.25  0.199
18 H 3.00 -0.84 1.27  0.194

Output
LUMO: 2.84 eV
charge: -1
orbital gap: 7.2 eV
HOMO energy: -4.323 eV
multiplicity: 1



Best to worst by energy: version Q, version P.



Version P
2 unconnected molecules or ions with the total composition CH3ClOSi. Source: OMol25; level of theory: the ωB97M-V functional and the def2-TZVPD basis.

Each line ends with the natural charge from an NBO analysis.
Cartesian coordinates (Å):
1 C 1.65 -0.24 -2.42  0.495
2 O 1.68 -1.32 -2.11  -0.516
3 Si -0.70 0.31 1.11  0.912
4 Cl -0.44 0.43 -1.06  -0.420
5 H -1.30 -0.95 1.06  -0.167
6 H -1.42 1.61 1.58  -0.132
7 H 0.54 0.17 1.84  -0.171

Output
LUMO: 0.52 eV
orbital gap: 11.4 eV
HOMO energy: -10.839 eV
multiplicity: 1



Version Q
CH3ClOSi in the gas phase. Source: OMol25; level of theory: the ωB97M-V functional and the def2-TZVPD basis.

Each line ends with the natural charge from an NBO analysis.
Cartesian coordinates (Å):
1 O 0.92 1.20 1.39  -0.495
2 C 0.58 0.93 0.24  -0.023
3 Si -0.29 -0.62 -0.16  1.132
4 Cl -2.10 1.12 -0.31  -0.489
5 H 0.76 1.66 -0.55  0.148
6 H 0.24 -1.68 -0.98  -0.150
7 H -1.04 -1.01 1.09  -0.123

Output
LUMO: -1.24 eV
orbital gap: 8.7 eV
structure (SMILES): O=C[SiH2]Cl
HOMO energy: -9.962 eV
multiplicity: 1



Best to worst by energy: version P, version Q.



Version P
HNO3S in the gas phase. Source: OMol25; level of theory: the ωB97M-V functional and the def2-TZVPD basis.

Each line ends with the natural charge from an NBO analysis.
Cartesian coordinates (Å):
1 N -0.64 -0.07 -0.79  0.725
2 O 0.26 0.43 -1.35  -0.313
3 O -1.73 -0.36 -1.16  -0.319
4 O -0.41 -0.42 0.60  -0.545
5 S 0.59 0.51 1.47  0.339
6 H 1.93 -0.09 1.23  0.113

Output
LUMO: 0.07 eV
orbital gap: 10.3 eV
HOMO energy: -10.230 eV
multiplicity: 1



Version Q
2 unconnected molecules or ions with the total composition HNO3S. Source: OMol25; level of theory: the ωB97M-V functional and the def2-TZVPD basis.

Each line ends with the natural charge from an NBO analysis.
Cartesian coordinates (Å):
1 N 2.74 1.11 1.41  0.496
2 O 3.49 0.17 1.30  -0.290
3 O 2.84 2.29 1.29  -0.285
4 O -0.63 0.59 0.26  -0.784
5 S 0.18 0.14 1.59  0.363
6 H -0.95 1.44 0.65  0.499

Output
LUMO (alpha / beta): -2.72 / -2.72 eV
orbital gap (alpha / beta): 6.4 / 6.4 eV
HOMO energy (alpha / beta): -9.098 / -9.099 eV
multiplicity: 1



Best to worst by energy: version P, version Q.



Version P
A gas-phase ion, C4H5N2O (charge +1). Source: OMol25; level of theory: the ωB97M-V functional and the def2-TZVPD basis.

Each line ends with the natural charge from an NBO analysis.
Cartesian coordinates (Å):
1 C 0.01 1.41 -0.36  -0.354
2 C -0.79 0.51 -0.93  -0.256
3 C -1.28 -0.58 -0.11  -0.052
4 C -0.39 -1.10 0.75  -0.142
5 N 0.88 -0.67 1.00  0.038
6 N 1.87 -0.48 0.49  0.609
7 O 2.96 -0.29 0.18  -0.089
8 H 0.60 2.06 -1.06  0.248
9 H 0.11 1.47 0.77  0.214
10 H -1.06 0.41 -1.96  0.255
11 H -2.23 -0.88 -0.28  0.254
12 H -0.67 -1.88 1.50  0.275

Output
LUMO (alpha / beta): -6.25 / -6.25 eV
charge: +1
orbital gap (alpha / beta): 8.3 / 8.3 eV
structure (SMILES): C=C/C=C\N=[N+]=O
HOMO energy (alpha / beta): -14.578 / -14.578 eV
multiplicity: 1



Version Q
A gas-phase ion, C4H5N2O (charge +1). Source: OMol25; level of theory: the ωB97M-V functional and the def2-TZVPD basis.

Each line ends with the natural charge from an NBO analysis.
Cartesian coordinates (Å):
1 O 1.64 3.21 0.02  -0.418
2 C 0.95 2.30 0.06  0.845
3 N 0.13 1.55 0.56  -0.560
4 C -0.72 0.54 0.08  -0.264
5 C 0.03 -0.57 -0.53  -0.033
6 C -0.53 -1.87 -0.22  0.310
7 N 0.53 -1.61 0.38  -0.367
8 H -1.36 1.09 -0.61  0.254
9 H -1.25 0.16 0.90  0.218
10 H 0.76 -0.32 -1.27  0.248
11 H -1.42 -2.45 -0.34  0.287
12 H 1.23 -2.03 0.97  0.479

Output
LUMO: -5.95 eV
charge: +1
orbital gap: 8.3 eV
structure (SMILES): O=C=NC[C@@H]1C=[NH+]1
HOMO energy: -14.280 eV
multiplicity: 1



Best to worst by energy: version Q, version P.